DFT (wB97M-V/def2-TZVPD) results for C17H36F3N10O3ReS as an isolated structure.

Computed properties:
energy = -60349.099 eV
⟨S²⟩ = 3.77
HOMO energy (alpha / beta) = -17.37 / -17.35 eV
ΔE to the lowest compared entry with this formula, charge and spin = 0.00 kcal per mole
frontier orbital gap (alpha / beta) = 8.41 / 5.78 eV

The geometry in ORCA input format:
```
! wB97M-V def2-TZVPD RIJCOSX def2/J DEFGRID3
* xyz 3 4
Re 0.19619 0.05626 0.29525
N 0.01928 -1.71948 -0.85752
C 1.33132 -2.38859 -1.06803
C 2.32130 -1.31282 -1.46360
N 2.18463 -0.07490 -0.59911
C 2.36706 1.14688 -1.45370
C 1.12058 1.37900 -2.29242
N -0.11732 1.23089 -1.44192
C 3.16068 -0.08314 0.53743
C 2.75900 -1.13113 1.55389
N 1.30039 -0.93589 1.91681
H -0.34588 -1.44405 -1.84547
H -0.66399 -2.40538 -0.53605
H 1.60991 -2.92195 -0.16243
H 1.24675 -3.12713 -1.86685
H 3.35056 -1.67116 -1.41766
H 2.12440 -1.01415 -2.49153
H 2.55380 1.98107 -0.77782
H 3.25095 1.03285 -2.08477
H 1.14426 2.37047 -2.74355
H 1.01380 0.66400 -3.10696
H -0.55528 2.13235 -1.25637
H -0.86337 0.75134 -1.99473
H 4.17095 -0.27021 0.16768
H 3.14791 0.91078 0.98791
H 2.87877 -2.13729 1.16501
H 3.37361 -1.06159 2.45072
H 0.91947 -1.82149 2.25262
H 1.27247 -0.31915 2.72699
C -1.83285 -0.19134 2.67498
N -3.17010 -0.23605 3.15734
C -3.87626 -1.40217 2.61581
N -3.91424 -1.31281 1.15857
C -2.60273 -1.31941 0.62779
N -1.75658 -0.08963 1.13171
C -2.62131 1.16938 0.76810
N -3.93253 1.07484 1.29906
C -3.88781 0.98116 2.75704
C -4.62370 -0.09693 0.74553
H -1.30162 -1.10069 2.96774
H -1.34366 0.69645 3.07524
H -4.89033 -1.42141 3.00985
H -3.36746 -2.31881 2.91934
H -2.63312 -1.24963 -0.45699
H -2.07559 -2.21091 0.98018
H -2.65492 1.21739 -0.31870
H -2.09982 2.02692 1.19884
H -4.90160 0.94101 3.15075
H -3.38692 1.85831 3.17095
H -4.64599 -0.03472 -0.34226
H -5.64299 -0.12738 1.12533
C 1.13039 5.49144 1.51461
N 0.92793 4.04766 1.73533
C 0.96712 3.41605 2.95090
C 0.74021 2.10314 2.71109
N 0.55450 1.90581 1.34160
C 0.68754 3.13440 0.80591
H 0.52084 6.03925 2.22826
H 0.81832 5.73954 0.50398
H 2.18174 5.73078 1.65509
H 1.14381 3.94654 3.87195
H 0.67015 1.32340 3.44893
H 0.60945 3.39548 -0.23486
F -1.35720 1.27370 -4.67113
C -2.20160 0.23957 -4.86494
F -3.42455 0.69962 -5.01441
F -1.82000 -0.44720 -5.91704
S -2.10980 -0.80800 -3.35437
O -2.94168 -1.94770 -3.48890
O -2.43942 0.12087 -2.25406
O -0.64429 -1.08876 -3.25628
*
```



DFT (wB97M-V/def2-TZVPD) results for C17H36F3NO5P as an isolated structure.

Computed properties:
energy = -47368.816 eV
HOMO energy = -12.05 eV
frontier orbital gap = 9.42 eV

The geometry in ORCA input format:
```
! wB97M-V def2-TZVPD RIJCOSX def2/J DEFGRID3
* xyz 1 1
C 0.04822 -2.83715 3.31176
C -0.41866 -1.33263 3.58147
C -1.99587 -1.13702 3.56722
C -2.36896 0.35590 3.12217
C -3.41034 0.26374 1.93564
C -3.27057 1.33381 0.78131
C -1.81507 1.79392 0.42164
N -0.83106 0.69468 0.13185
C -1.40489 -0.51017 -0.57744
C -0.33478 -1.37314 -1.37689
C -0.89678 -2.87416 -1.48603
C -2.38359 -2.92361 -2.05147
C -2.56511 -4.10039 -3.11427
O -2.15895 -5.35872 -2.55608
C -1.07625 -5.94472 -3.30631
P 0.63227 1.50093 -0.67242
O 2.14163 0.61227 -0.12762
O 0.49471 1.62611 -2.33745
H 1.12424 -2.76859 2.96468
H -0.61341 -3.32917 2.54858
H -0.01178 -3.37168 4.29961
H 0.03789 -0.70115 2.76496
H -0.03602 -0.97614 4.57438
H -2.44124 -1.92813 2.90514
H -2.36114 -1.36658 4.61537
H -2.90538 0.81132 4.00854
H -1.46275 0.99099 2.93819
H -3.47355 -0.75733 1.44709
H -4.43813 0.41494 2.39219
H -3.84686 2.26107 1.08577
H -3.81384 0.93875 -0.13209
H -1.85375 2.44666 -0.50375
H -1.36738 2.44575 1.23090
H -0.49582 0.35087 1.05290
H -2.30226 -0.28226 -1.21173
H -1.78125 -1.20558 0.23780
H -0.19405 -1.01161 -2.43185
H 0.63974 -1.45909 -0.82557
H -0.94844 -3.25241 -0.41678
H -0.18891 -3.54666 -2.04078
H -3.10297 -3.11411 -1.19733
H -2.71643 -1.95233 -2.52093
H -3.65184 -4.09473 -3.42655
H -1.96367 -3.79921 -4.01859
H -0.33899 -5.15107 -3.61335
H -0.58897 -6.69779 -2.61677
H -1.43424 -6.47559 -4.24352
H 2.34963 -0.17921 -0.67364
H 0.97187 0.90680 -2.81163
C 5.69522 6.15674 -1.46866
C 5.78892 5.50186 -0.10580
O 4.51690 4.94885 0.28603
C 4.21052 3.75909 -0.23171
O 4.90489 3.13871 -0.98699
C 2.86391 3.27980 0.30902
F 1.92632 4.24273 0.28808
F 2.94952 2.86350 1.57880
F 2.35839 2.21666 -0.41062
H 4.89719 6.90205 -1.48158
H 6.63689 6.64253 -1.72704
H 5.46061 5.42478 -2.24355
H 6.04744 6.24979 0.64400
H 6.56702 4.73653 -0.07828
*
```



Which value of energy does entry 2 give? -47368.816 eV